This record from OMol25 describes an isolated molecule of C23H25N5O2S in a non-equilibrium geometry. The level of theory is the ωB97M-V functional and the def2-TZVPD basis.

Structure (ORCA input):
```
! RIJCOSX wB97M-V def2-TZVPD def2/J DEFGRID3
* xyz 0 1
C -2.72 -3.07 1.39
N -3.02 -1.93 2.20
C -4.24 -1.65 2.74
C -4.16 -0.47 3.43
C -2.84 -0.01 3.30
C -2.16 -0.93 2.54
C -0.73 -0.91 2.09
C -0.60 -0.89 0.61
N 0.00 -1.81 -0.09
N -0.11 -1.49 -1.39
C -0.79 -0.37 -1.47
S -1.24 0.48 -2.91
C -0.90 -0.78 -4.18
C 0.56 -0.79 -4.61
O 0.92 -0.29 -5.65
N 1.36 -1.45 -3.75
C 2.80 -1.47 -3.91
C 3.47 -0.55 -2.94
C 3.33 -0.40 -1.59
C 4.20 0.65 -1.21
C 4.80 1.06 -2.36
O 4.36 0.34 -3.41
N -1.14 0.06 -0.22
C -1.85 1.27 0.08
C -0.91 2.49 0.09
C 0.09 2.36 1.20
C 1.32 1.76 0.99
C 2.20 1.56 2.04
C 1.86 1.98 3.31
C 0.64 2.60 3.53
C -0.24 2.78 2.48
H -2.77 -2.83 0.33
H -1.72 -3.44 1.60
H -3.44 -3.86 1.60
H -5.07 -2.31 2.60
H -4.95 0.01 3.97
H -2.42 0.88 3.72
H -0.19 -1.80 2.45
H -0.25 -0.03 2.52
H -1.53 -0.50 -5.03
H -1.21 -1.74 -3.77
H 0.97 -1.74 -2.85
H 3.03 -1.15 -4.92
H 3.15 -2.50 -3.76
H 2.69 -0.98 -0.94
H 4.36 1.04 -0.23
H 5.53 1.82 -2.56
H -2.32 1.15 1.06
H -2.62 1.40 -0.68
H -0.41 2.55 -0.88
H -1.52 3.38 0.22
H 1.59 1.43 -0.01
H 3.14 1.08 1.86
H 2.54 1.83 4.13
H 0.37 2.93 4.53
H -1.20 3.26 2.66
*
```

Summary:
* energy relative to the best compared isomer or geometry (same formula, charge and spin): 83.4 kJ/mol
* SMILES string: Cn1cccc1Cc1nnc(SCC(=O)NCc2ccco2)n1CCc1ccccc1
* highest occupied orbital energy: -8.352 eV
* calculated total energy: -46637.7487 eV
* molar mass: 435.55 g/mol
* orbital gap: 8.9 eV

=====

This record from OMol25 describes a structure of composition C23H26B2F6N7O8S2Se2Ti in a non-equilibrium geometry. The level of theory is the ωB97M-V functional and the def2-TZVPD basis.

Structure (ORCA input):
```
! RIJCOSX wB97M-V def2-TZVPD def2/J DEFGRID3
* xyz -2 2
Ti 0.05 0.86 0.13
O 3.12 3.20 5.51
C 2.40 2.03 5.13
C 1.27 2.26 4.10
C 0.29 3.24 4.78
O -1.04 3.21 4.31
C 0.67 0.87 3.87
Se -0.74 0.54 2.54
C 1.92 2.82 2.82
Se 0.92 4.11 1.77
H 2.50 3.93 5.56
H 1.96 1.57 6.03
H 3.13 1.33 4.72
H 0.69 4.26 4.69
H 0.22 2.99 5.84
H -1.01 3.38 3.36
H 0.20 0.53 4.80
H 1.48 0.18 3.64
H 2.18 2.00 2.16
H 2.86 3.32 3.07
C -5.96 0.43 2.21
C -5.10 -0.55 1.41
C -4.12 0.13 0.52
N -2.87 -0.11 0.53
N -2.15 0.66 -0.35
C -2.90 1.45 -1.06
N -2.44 2.23 -2.04
S -4.58 1.35 -0.66
H -6.63 -0.11 2.88
H -6.56 1.06 1.56
H -5.33 1.08 2.82
H -5.74 -1.21 0.82
H -4.50 -1.17 2.08
H -1.49 2.14 -2.38
H -3.04 2.93 -2.45
N 1.34 -2.52 1.38
C 0.31 -2.82 0.54
N -0.32 -1.96 -0.19
C -1.26 -2.61 -0.98
C -2.01 -2.02 -1.99
C -2.90 -2.79 -2.72
C -3.05 -4.16 -2.46
C -2.28 -4.77 -1.48
C -1.39 -3.99 -0.76
S -0.25 -4.48 0.46
H 1.75 -1.61 1.22
H 2.01 -3.25 1.53
H -1.88 -0.97 -2.21
H -3.48 -2.33 -3.51
H -3.75 -4.75 -3.04
H -2.35 -5.83 -1.30
F -1.44 3.23 0.46
B -0.05 3.04 0.27
F 0.31 3.58 -0.97
F 4.06 1.05 1.12
B 3.39 0.50 0.07
F 3.21 1.30 -1.00
F 3.68 -0.80 -0.18
F 1.87 0.34 0.69
O -0.26 1.38 -3.76
C 0.43 0.73 -2.99
O 0.25 0.79 -1.69
C 1.51 -0.18 -3.43
C 1.91 -1.22 -2.63
C 2.91 -2.11 -3.07
C 3.53 -1.87 -4.32
C 3.09 -0.81 -5.07
C 2.08 0.06 -4.69
N 3.74 -0.58 -6.39
O 4.65 -1.32 -6.73
O 3.32 0.34 -7.08
N 3.28 -3.18 -2.30
O 2.66 -3.38 -1.19
O 4.21 -3.95 -2.71
H 1.46 -1.38 -1.66
H 4.32 -2.52 -4.65
H 1.76 0.88 -5.31
*
```

Summary:
* energy relative to the best compared isomer or geometry (same formula, charge and spin): 126.9 kJ/mol
* expectation value of S²: 0.777
* highest occupied orbital energy (spin up / spin down): -0.614 / -2.901 eV
* calculated total energy: -244229.5279 eV
* molar mass: 934.04 g/mol
* orbital gap (spin up / spin down): 4.1 / 6.3 eV

=====

This record from OMol25 describes a structure of composition C23H26Cl2N2OPPt. The level of theory is the ωB97M-V functional and the def2-TZVPD basis.

Structure (ORCA input):
```
! RIJCOSX wB97M-V def2-TZVPD def2/J DEFGRID3
* xyz 3 1
Pt -1.33 0.51 1.07
C 2.67 -1.59 -2.00
C 2.92 -1.19 -0.57
C 4.22 -1.36 -0.09
C 4.56 -1.08 1.23
C 3.60 -0.66 2.13
C 2.30 -0.50 1.70
C 1.95 -0.73 0.36
P 0.31 -0.47 -0.25
C 0.20 0.18 -1.86
C -0.53 -0.54 -2.83
C -0.56 -0.10 -4.14
C 0.11 1.07 -4.47
C 0.81 1.79 -3.51
C 0.88 1.37 -2.19
C 1.67 2.17 -1.19
C -0.78 -1.76 0.33
C -0.28 -2.89 0.99
C -1.18 -3.75 1.58
C -2.55 -3.45 1.64
C -3.05 -2.30 1.06
C -2.19 -1.46 0.34
C -2.63 -0.24 -0.33
H 3.40 -2.36 -2.28
H 2.80 -0.75 -2.68
H 1.69 -2.02 -2.18
H 4.98 -1.73 -0.77
H 5.59 -1.21 1.55
H 3.85 -0.47 3.16
H 1.55 -0.18 2.41
H -1.01 -1.48 -2.57
H -1.09 -0.67 -4.89
H 0.09 1.43 -5.49
H 1.33 2.70 -3.80
H 1.89 3.16 -1.60
H 2.63 1.70 -0.97
H 1.14 2.32 -0.25
H 0.78 -3.10 1.00
H -0.82 -4.67 2.04
H -3.22 -4.14 2.13
H -4.11 -2.08 1.10
H -3.66 0.02 -0.07
H -2.37 0.03 -1.34
Cl -0.28 1.06 3.36
C -1.31 0.04 4.51
Cl -1.34 -1.61 3.97
H -2.30 0.48 4.49
H -0.80 0.16 5.46
N -3.59 3.20 0.61
C -2.28 3.43 0.60
N -1.82 4.68 0.59
O -1.40 2.50 0.60
H -4.26 3.95 0.61
H -3.94 2.27 0.55
H -2.43 5.48 0.53
H -0.83 4.84 0.61
*
```

Summary:
* energy relative to the best compared isomer or geometry (same formula, charge and spin): 0.0 kJ/mol
* highest occupied orbital energy: -17.677 eV
* calculated total energy: -66854.3170 eV
* molar mass: 643.43 g/mol
* orbital gap: 6.0 eV

=====

This record from OMol25 describes a structure of composition C23H26Cl3IrN5OSiTe in a non-equilibrium geometry. The level of theory is the ωB97M-V functional and the def2-TZVPD basis.

Structure (ORCA input):
```
! RIJCOSX wB97M-V def2-TZVPD def2/J DEFGRID3
* xyz 1 5
Ir 0.14 0.09 0.73
Cl 2.87 2.48 -0.07
Si 2.48 0.65 0.81
Cl 3.67 -0.68 -0.16
Cl 3.24 0.82 2.73
N -1.53 -0.97 0.52
C -2.63 -1.39 0.47
N -3.75 -1.89 0.47
C -4.93 -1.66 -0.06
N -5.99 -1.48 -0.47
N 0.59 -1.42 3.41
C 0.43 -0.86 2.42
H 0.79 -1.86 4.29
C 0.14 2.41 -2.87
C -0.06 2.31 -1.38
O -0.34 3.36 -0.73
N 0.04 1.13 -0.80
Te -0.48 3.06 1.67
C -0.29 3.98 3.63
C -1.32 3.90 4.56
C -2.55 3.06 4.37
C -1.16 4.61 5.75
C -0.03 5.37 6.02
C 0.10 6.14 7.30
C 0.99 5.40 5.07
C 0.89 4.72 3.87
C 2.01 4.78 2.88
C -2.40 3.89 1.26
C -2.44 5.28 1.09
C -1.21 6.14 1.20
C -3.66 5.86 0.79
C -4.82 5.10 0.64
C -6.13 5.74 0.28
C -4.73 3.73 0.79
C -3.53 3.09 1.09
C -3.53 1.59 1.21
H 0.20 3.46 -3.14
H -0.70 1.94 -3.38
H 1.06 1.90 -3.15
H -2.32 2.13 3.84
H -3.31 3.60 3.80
H -2.99 2.80 5.33
H -1.95 4.55 6.49
H -0.71 5.91 7.99
H 0.09 7.21 7.09
H 1.05 5.92 7.78
H 1.89 5.97 5.28
H 2.84 5.37 3.25
H 1.68 5.22 1.93
H 2.38 3.77 2.67
H -0.41 5.75 0.56
H -0.85 6.18 2.23
H -1.43 7.16 0.89
H -3.71 6.93 0.66
H -6.07 6.83 0.35
H -6.93 5.40 0.93
H -6.41 5.47 -0.74
H -5.62 3.12 0.67
H -4.42 1.24 1.73
H -2.65 1.23 1.73
H -3.54 1.15 0.21
*
```

Summary:
* energy relative to the best compared isomer or geometry (same formula, charge and spin): 42.0 kJ/mol
* expectation value of S²: 6.030
* highest occupied orbital energy (spin up / spin down): -11.704 / -11.772 eV
* calculated total energy: -89341.9203 eV
* molar mass: 842.76 g/mol
* orbital gap (spin up / spin down): 8.9 / 5.5 eV